15
Properties=species:S:1:pos:R:3:forces:R:3:mulliken_charge:R:1 method="wB97M-V/def2-TZVPD" lumo_energy_ev=0.64 de_lowest_kcal_mol=24.7 e_homo_ha=-0.3353 energy_ev=-77856.93430 charge=0
C 1.298 0.279 -0.019 -3.318 0.044 1.678 0.55
C -0.492 -0.993 1.425 -3.188 0.568 -1.581 -1.34
C -1.250 0.930 -0.282 -0.335 -1.782 2.504 -1.46
C -0.463 -0.332 0.078 4.280 1.200 -1.166 0.59
N 1.800 0.250 -1.223 1.881 -0.438 -5.373 -0.35
O 1.752 0.856 0.949 -0.344 -0.581 -0.548 -0.58
Br -0.690 -1.637 -1.370 -0.209 -0.050 0.044 -0.19
H 0.231 -0.621 2.041 2.068 0.692 1.609 0.34
H -1.451 -0.859 1.882 -0.813 0.841 0.539 0.38
H -0.577 -2.023 1.316 1.032 -2.001 -0.179 0.41
H -2.298 0.634 -0.370 -0.146 0.534 0.488 0.41
H -0.983 1.691 0.450 -0.657 0.004 0.386 0.37
H -0.976 1.330 -1.182 0.913 0.656 -2.522 0.45
H 1.525 -0.319 -2.070 -0.691 0.489 2.310 0.18
H 2.574 0.815 -1.625 -0.472 -0.175 1.811 0.25